Entry P
Below is the molecule C2H3ClN2O, with properties calculated with the ωB97M-V functional and the def2-TZVPD basis.

The charge is 0. The HOMO-LUMO gap (spin up / spin down) comes out at 5.89 / 7.61 eV. The spin multiplicity is 3.

Structure (XYZ):
```
9
C2H3ClN2O (the ωB97M-V functional and the def2-TZVPD basis)
C 0.984 0.208 0.655
C -0.289 -0.083 -1.137
N 0.784 0.690 -0.475
N -0.319 -0.759 1.121
O -0.833 -0.954 -0.154
Cl -1.214 0.205 2.140
H 1.668 0.652 1.436
H -1.029 0.558 -1.617
H 0.247 -0.517 -1.968
```

Entry Q
Below is a 2-piece molecular cluster, C2H3ClN2O overall, with properties calculated with the ωB97M-V functional and the def2-TZVPD basis.

The charge is 0. The HOMO-LUMO gap (spin up / spin down) comes out at 6.61 / 5.96 eV. The spin multiplicity is 3.

Structure (XYZ):
```
9
C2H3ClN2O (the ωB97M-V functional and the def2-TZVPD basis)
C -1.095 1.158 0.946
C 0.163 0.142 -0.848
N -0.471 0.592 0.123
N 1.376 -1.073 1.270
O 1.711 -0.613 0.245
Cl 0.855 -2.829 1.350
H -0.877 1.118 1.992
H -0.098 -0.892 -1.345
H 0.686 0.949 -1.430
```

Q: Which of them is the least stable? A: entry P.

Entry P
Below is a 4-piece molecular cluster, C5H14O4 overall, with properties calculated with the ωB97M-V functional and the def2-TZVPD basis.

The charge is 0. The HOMO-LUMO gap comes out at 8.53 eV.

Structure (XYZ):
```
23
C5H14O4 (the ωB97M-V functional and the def2-TZVPD basis)
C -1.868 0.572 0.101
C -3.103 -0.302 0.049
O -0.093 1.280 -1.217
O -1.127 0.284 -1.063
O -2.214 1.921 0.155
O -1.075 0.234 1.237
H 0.877 1.262 -0.068
H -1.501 2.376 -0.327
H -1.105 0.991 1.833
H -3.670 -0.086 -0.853
H -3.714 -0.092 0.925
H -2.809 -1.350 0.063
C 2.369 -0.383 -0.054
C 1.916 -1.186 1.116
C 1.860 -0.634 -1.368
H 3.340 0.097 0.030
H 1.617 1.072 0.375
H 1.231 -1.519 -1.449
H 2.355 -2.188 1.030
H 2.236 -0.754 2.063
H 0.830 -1.283 1.120
H 2.591 -0.541 -2.169
H 1.058 0.229 -1.531
```

Entry Q
Below is a 3-piece molecular cluster, C5H14O4 overall, with properties calculated with the ωB97M-V functional and the def2-TZVPD basis.

The charge is 0. The HOMO-LUMO gap comes out at 11.35 eV. Its SMILES is CC(C)CC(=O)O.O.O.

Structure (XYZ):
```
23
C5H14O4 (the ωB97M-V functional and the def2-TZVPD basis)
C 1.674 0.098 -1.037
C 1.005 -1.009 -0.237
C 0.196 -2.034 -1.118
C 0.066 -0.248 0.743
C 0.785 0.924 1.487
O 0.689 2.079 1.348
O 1.677 0.411 2.427
H 2.644 0.428 -0.768
H 1.884 -0.162 -2.156
H 1.161 1.114 -1.033
H 1.860 -1.515 0.277
H -0.700 -2.323 -0.668
H -0.228 -1.576 -1.941
H 0.722 -2.962 -1.303
H -0.403 -0.987 1.612
H -0.992 0.122 0.392
H 1.374 0.199 3.337
O -2.883 0.074 -1.489
H -1.920 -0.183 -1.280
H -3.355 -0.724 -1.605
O -2.005 2.552 1.195
H -2.140 3.136 0.498
H -1.111 2.586 1.319
```

Q: Which of them is the least stable? A: entry P.

Entry P
Below is C8H13N2O2P as an isolated structure, with properties calculated with the ωB97M-V functional and the def2-TZVPD basis.

The charge is 0. The HOMO-LUMO gap comes out at 8.70 eV.

Structure (XYZ):
```
26
C8H13N2O2P (the ωB97M-V functional and the def2-TZVPD basis)
C -1.446 0.901 -2.095
C 2.183 -0.837 -0.247
C -1.688 0.224 0.479
C 0.502 1.210 -0.630
C 1.172 -2.026 -0.380
C -1.022 1.061 -0.630
C -0.848 -0.965 0.768
C 0.942 -0.040 0.171
N 0.615 -0.022 1.609
N 0.025 -1.159 -0.275
O -1.470 -0.325 -2.597
O -1.735 1.841 -2.770
P 0.862 0.985 2.787
H 3.105 -0.647 0.372
H 2.650 -0.626 -1.192
H -1.828 0.782 1.370
H -2.620 -0.081 0.148
H 0.832 1.165 -1.616
H 0.837 2.107 -0.021
H 1.127 -2.483 -1.314
H 1.400 -2.766 0.385
H -1.285 2.071 -0.398
H -1.256 -1.676 1.444
H -0.968 -0.848 -2.014
H 0.177 0.313 3.854
H -0.264 1.841 2.792
```

Entry Q
Below is the molecule C8H13N2O2P, with properties calculated with the ωB97M-V functional and the def2-TZVPD basis.

The charge is 0. The HOMO-LUMO gap comes out at 9.70 eV. Its SMILES is N=[P@](O)(CN)OCc1ccccc1.

Structure (XYZ):
```
26
C8H13N2O2P (the ωB97M-V functional and the def2-TZVPD basis)
N -1.319 2.124 0.493
P -1.573 0.666 -0.024
O -0.933 0.497 -1.531
C -3.238 -0.194 -0.304
N -2.886 -1.635 -0.529
O -0.826 -0.226 1.060
C 0.397 0.365 1.639
C 1.595 0.187 0.708
C 2.205 -1.015 0.583
C 3.363 -1.097 -0.198
C 3.784 0.049 -0.815
C 3.098 1.280 -0.694
C 1.977 1.373 0.078
H -1.601 2.843 -0.087
H -1.498 0.244 -2.242
H -3.861 0.190 0.531
H -3.695 0.131 -1.228
H -3.769 -2.081 -0.529
H -2.173 -2.085 0.007
H 0.431 -0.288 2.490
H 0.109 1.336 1.914
H 1.793 -1.858 1.066
H 3.931 -1.989 -0.375
H 4.641 0.180 -1.566
H 3.360 2.202 -1.313
H 1.282 2.124 0.337
```

Q: Which of them is the least stable? A: entry P.

Entry P
Below is the molecule C4H11OP, with properties calculated with the ωB97M-V functional and the def2-TZVPD basis.

The charge is 0. The HOMO-LUMO gap comes out at 11.12 eV. Its SMILES is CCCC[PH2]=O.

Structure (XYZ):
```
17
C4H11OP (the ωB97M-V functional and the def2-TZVPD basis)
C -0.017 2.492 -0.144
C -0.422 1.032 0.061
C 0.426 0.009 -0.759
C 0.759 -1.360 -0.114
P -0.604 -2.281 0.776
O -0.217 -3.376 1.702
H 0.796 2.941 0.692
H 0.397 2.640 -1.176
H -0.789 3.160 -0.120
H -1.483 0.944 -0.081
H -0.384 0.783 1.111
H 1.427 0.561 -0.977
H 0.113 -0.161 -1.840
H 1.601 -1.433 0.603
H 1.268 -2.011 -0.945
H -1.308 -1.383 1.479
H -1.564 -2.558 -0.268
```

Entry Q
Below is a 2-piece molecular cluster, C4H11OP overall, with properties calculated with the ωB97M-V functional and the def2-TZVPD basis.

The charge is 0. The HOMO-LUMO gap (spin up / spin down) comes out at 7.56 / 7.50 eV.

Structure (XYZ):
```
17
C4H11OP (the ωB97M-V functional and the def2-TZVPD basis)
C -1.714 -0.688 -0.990
C 0.975 -2.197 -0.141
C 0.241 2.851 -0.051
C 0.983 -0.664 0.205
O -1.208 0.014 1.559
P -0.658 0.161 0.078
H -1.329 -0.936 -2.015
H -2.792 -0.443 -1.025
H 0.416 -2.617 0.762
H 0.421 -2.479 -0.973
H 2.011 -2.482 0.102
H -0.648 3.335 -0.498
H 0.233 3.170 1.017
H 1.101 2.665 -0.684
H 1.632 -0.085 -0.534
H 1.407 -0.490 1.122
H -1.072 0.887 2.067
```

Q: Which of them is the least stable? A: entry Q.